(1)
{"formula": "C31H40CuN4O", "method": "ωB97M-V/def2-TZVPD", "species": ["Cu", "N", "N", "C", "C", "C", "C", "H", "H", "H", "C", "C", "H", "H", "H", "C", "C", "H", "H", "H", "C", "H", "H", "H", "C", "H", "H", "H", "C", "H", "C", "H", "C", "H", "C", "H", "C", "C", "H", "C", "C", "H", "C", "H", "N", "C", "C", "C", "H", "C", "C", "H", "H", "H", "C", "H", "C", "C", "H", "H", "H", "C", "H", "H", "H", "C", "N", "C", "C", "O", "H", "H", "H", "H", "H", "H", "H"], "xyz": [[-0.21356, -0.45577, -0.52311], [0.36051, -2.70369, 3.13400], [-0.74860, -3.38565, -2.55871], [0.63770, 1.86644, -0.46381], [1.66790, 0.94763, -0.16561], [1.49624, 0.52443, 1.23853], [2.50726, -0.23471, 2.08562], [3.30353, -0.61620, 1.45304], [1.92241, -1.21124, 2.46537], [2.84336, 0.33122, 2.95053], [0.41748, 1.34325, 1.77928], [-0.06296, 1.13870, 3.16073], [0.69727, 1.52287, 3.86007], [-0.22932, 0.08329, 3.44567], [-0.99796, 1.67930, 3.34917], [-0.11298, 2.12344, 0.75569], [-1.23210, 3.08131, 0.88086], [-2.02748, 2.69080, 1.53198], [-1.66738, 3.31115, -0.09954], [-0.88356, 4.02896, 1.31897], [2.79080, 0.55467, -1.06726], [3.60247, 1.30664, -1.05073], [2.45209, 0.45890, -2.11248], [3.22962, -0.41060, -0.77536], [0.45315, 2.55652, -1.76933], [-0.60227, 2.82354, -1.93156], [0.76266, 1.89799, -2.59537], [1.04710, 3.48245, -1.85479], [-0.43105, -3.41460, 3.89501], [-0.23005, -3.40320, 4.97182], [-1.54498, -4.13743, 3.39950], [-2.21311, -4.68605, 4.07809], [-1.73918, -4.02508, 2.02109], [-2.56494, -4.59256, 1.59870], [-1.05765, -3.07768, 1.24852], [-1.09110, -3.13451, 0.16373], [-0.07458, -2.22665, 1.94190], [0.88846, -1.25989, 1.48677], [1.25147, -1.79278, 0.59641], [-0.42994, -1.97295, -2.22091], [0.38139, -3.57619, -3.42556], [0.97087, -4.50460, -3.65517], [0.34392, -2.42715, -4.23604], [0.45778, -2.31471, -5.30680], [-0.15130, -1.34166, -3.41022], [-0.32071, 0.00819, -3.97940], [0.58181, 0.38384, -5.02030], [0.32818, 1.46774, -5.86253], [1.03169, 1.65067, -6.66997], [-0.78146, 2.29237, -5.73415], [-0.97235, 3.47429, -6.62393], [-1.49321, 4.28377, -6.11184], [-1.55269, 3.27050, -7.53158], [-0.01849, 3.88127, -6.97006], [-1.68856, 1.92357, -4.74701], [-2.59939, 2.50970, -4.69264], [-1.50823, 0.82091, -3.88635], [-2.62379, 0.41163, -2.96769], [-3.04657, -0.56207, -3.28360], [-3.44006, 1.15307, -2.99627], [-2.27230, 0.29519, -1.92308], [1.81025, -0.43112, -5.29081], [1.58404, -1.46359, -5.58517], [2.47737, -0.47013, -4.42084], [2.32477, -0.04971, -6.17218], [-4.81328, 0.06197, 0.78427], [-3.85106, -0.52802, 1.71189], [-4.35112, -1.23305, 2.90010], [-2.56173, -0.49928, 1.39984], [-2.11873, -0.10532, 0.28857], [-5.57363, -0.68080, 0.52287], [-4.26508, 0.38578, -0.10210], [-5.31690, 0.91760, 1.24886], [-4.03129, -2.28638, 2.89364], [-3.98541, -0.76372, 3.82652], [-5.44515, -1.19750, 2.89767], [-1.86291, -0.85846, 2.18171]], "atomic_forces_ev_per_a": [[0.2, -0.8, -0.8], [-0.4, 0.2, 3.3], [5.7, 2.4, 3.9], [-1.0, -0.1, 1.2], [-0.2, -0.7, 1.6], [0.0, 2.1, -0.4], [0.9, 0.8, 0.5], [0.3, 0.0, 0.2], [1.0, 0.8, 0.1], [0.5, 0.3, 0.2], [1.4, -0.3, -0.6], [0.0, 0.4, 0.6], [-0.3, -0.1, 0.2], [0.1, 0.1, -0.3], [0.0, 0.1, 0.1], [0.9, -0.6, -1.0], [-0.3, 0.2, 0.0], [0.0, 0.1, -0.1], [-0.1, 0.0, 0.2], [-0.2, 0.1, 0.0], [0.2, 0.0, -0.2], [-0.1, -0.2, -0.1], [0.1, 0.0, 0.2], [-0.1, 0.2, -0.1], [0.0, 0.1, -0.3], [0.3, 0.0, -0.1], [-0.1, 0.3, 0.2], [0.0, 0.0, 0.0], [-1.0, -0.6, 0.0], [0.4, -0.5, 0.0], [0.3, 0.8, 1.4], [0.3, 0.1, -0.4], [-0.3, 1.1, -1.1], [0.3, -0.2, -0.4], [0.3, -0.8, 0.7], [-0.3, 0.4, 0.0], [1.5, -0.5, -0.6], [-5.2, -4.8, -3.9], [0.8, 0.9, -0.6], [-4.5, -0.3, 0.4], [-3.4, 1.3, -3.2], [-1.3, 0.6, 0.1], [1.1, -0.6, 0.5], [-0.1, -0.6, 0.7], [0.8, -0.9, -2.1], [-0.3, -0.2, -1.1], [-0.4, -0.6, 0.5], [0.1, 0.0, 0.2], [0.1, 0.1, 0.1], [0.3, -0.9, 0.5], [-0.2, 0.5, -0.4], [0.0, 0.0, 0.1], [0.0, -0.2, 0.1], [0.0, -0.1, 0.1], [0.2, -0.3, 0.3], [-0.1, -0.1, 0.4], [0.6, -0.9, -0.1], [-0.2, 0.0, 0.5], [0.3, 0.3, 0.2], [0.3, -0.2, 0.0], [-0.3, 0.0, -0.6], [0.7, -0.2, -0.8], [0.7, 1.1, 0.3], [-0.1, -0.1, -0.2], [0.4, 0.6, 0.2], [0.1, -0.3, 0.3], [-1.4, 0.3, 0.0], [0.4, 0.1, -0.1], [2.1, 0.2, -1.7], [-1.5, -0.4, 2.1], [0.1, 0.1, -0.1], [-0.1, -0.1, 0.1], [0.1, 0.0, 0.0], [0.0, 0.3, 0.0], [-0.1, -0.1, -0.3], [0.2, 0.1, 0.0], [-0.3, 0.1, -0.3]], "lowdin_charge": [0.29, 0.02, -0.03, -0.27, -0.28, -0.31, -0.08, 0.07, 0.09, 0.06, -0.27, -0.07, 0.07, 0.07, 0.06, -0.27, -0.08, 0.06, 0.06, 0.06, -0.07, 0.07, 0.05, 0.06, -0.07, 0.06, 0.05, 0.07, -0.26, 0.07, -0.19, 0.05, -0.18, 0.08, -0.06, 0.06, -0.38, -0.13, 0.10, -0.13, -0.21, 0.07, -0.18, 0.07, -0.06, -0.08, -0.20, -0.03, 0.10, -0.29, -0.08, 0.07, 0.07, 0.07, -0.03, 0.11, -0.19, -0.05, 0.09, 0.07, 0.05, -0.08, 0.03, 0.09, 0.06, -0.04, -0.16, -0.05, -0.26, -0.05, 0.08, 0.08, 0.08, 0.08, 0.08, 0.07, 0.13], "s2": 1.025, "e_homo_ev": [1.80, 2.24], "gap_ev": [2.507, 2.068], "energy_ev": -85430.1191, "e_above_lowest_ev": 5.898, "e_lumo_ev": [4.310, 4.309], "spin_multiplicity": 2, "charge": -2}


(2)
{"formula": "C31H40F7N3O20P", "method": "ωB97M-V/def2-TZVPD", "species": ["C", "P", "C", "N", "C", "C", "C", "C", "O", "O", "N", "C", "C", "F", "F", "C", "F", "F", "C", "F", "F", "F", "C", "C", "C", "N", "H", "H", "H", "H", "H", "H", "H", "H", "H", "H", "H", "H", "H", "H", "H", "H", "C", "C", "O", "C", "O", "O", "H", "H", "H", "H", "C", "C", "O", "C", "O", "O", "H", "H", "H", "H", "C", "C", "O", "C", "O", "O", "H", "H", "H", "H", "C", "C", "O", "C", "O", "O", "H", "H", "H", "H", "C", "C", "O", "C", "O", "O", "H", "H", "H", "H", "C", "C", "O", "C", "O", "O", "H", "H", "H", "H"], "xyz": [[1.47871, -3.91987, -4.21927], [1.65353, -1.98711, -4.05024], [2.00821, -1.55776, -2.21886], [0.04686, -1.19965, -4.37780], [-1.12055, -1.96984, -3.76386], [-2.66599, -1.44641, -3.86415], [-2.89607, -0.00988, -4.68729], [-4.45962, 0.51186, -4.71009], [-4.91857, 1.07642, -3.57976], [-5.23432, 0.27600, -5.93779], [-6.44658, 0.85509, -5.90148], [-1.61386, 0.79675, -5.39705], [-1.93886, 2.18099, -6.18088], [-0.89019, 2.70558, -7.08372], [-3.17034, 2.12884, -7.05880], [-2.16697, 3.38219, -5.03812], [-2.14536, 2.87926, -3.64605], [-0.98278, 4.31467, -5.15025], [-3.48827, 4.31228, -5.33001], [-4.78920, 3.63632, -5.12030], [-3.43420, 5.02852, -6.65942], [-3.43695, 5.42429, -4.30799], [-0.10482, 0.10422, -5.18224], [1.22956, 0.83422, -5.78502], [1.52320, 2.30906, -5.06953], [2.79699, 2.34735, -4.25511], [0.98942, -4.13193, -5.26441], [2.58798, -4.35290, -4.20977], [0.86075, -4.36005, -3.31337], [1.97400, -2.53493, -1.54257], [1.18529, -0.82362, -1.78306], [3.04650, -1.00248, -2.08859], [-0.95120, -2.99294, -3.17190], [-3.57123, -2.03809, -3.36628], [-6.41291, 1.88680, -6.05218], [-7.00669, 0.58229, -5.06498], [1.01487, 1.01136, -6.94653], [2.22352, 0.23318, -5.73801], [0.62285, 2.47621, -4.31350], [1.49658, 3.10133, -5.95731], [2.71487, 3.23979, -3.68131], [2.79351, 1.52399, -3.59849], [-1.64791, 0.63201, 0.57142], [-1.16596, 0.82541, 1.97261], [-0.16728, -0.16707, 2.11314], [0.27783, -0.46290, 0.85695], [1.25428, -1.15334, 0.61707], [-0.51138, 0.11527, -0.09507], [-1.97520, 1.56810, 0.11070], [-2.45954, -0.10011, 0.50558], [-0.71073, 1.80954, 2.12610], [-1.96107, 0.68276, 2.70956], [4.50795, -2.24228, 3.46566], [4.08840, -1.90550, 2.07155], [5.23968, -2.20260, 1.30448], [5.96598, -3.11400, 2.01546], [6.93224, -3.71653, 1.57843], [5.46945, -3.26371, 3.27820], [3.67480, -2.60145, 4.07598], [4.98411, -1.39774, 3.97470], [3.25954, -2.53006, 1.72195], [3.81091, -0.85340, 1.96319], [4.23960, 2.12257, 2.52357], [4.01275, 3.58764, 2.71095], [2.99816, 3.88282, 1.76989], [2.33148, 2.71673, 1.52612], [1.29145, 2.63720, 0.89391], [2.97973, 1.65211, 2.08274], [4.53629, 1.62515, 3.45103], [4.98618, 1.91035, 1.75112], [3.64580, 3.82897, 3.71415], [4.91163, 4.17695, 2.50999], [0.90795, 2.22950, 6.98071], [0.48840, 2.56628, 5.58660], [1.63968, 2.26917, 4.81954], [2.36598, 1.35777, 5.53051], [3.33224, 0.75525, 5.09348], [1.86945, 1.20807, 6.79325], [0.07480, 1.87033, 7.59104], [1.38411, 3.07403, 7.48976], [-0.34046, 1.94171, 5.23700], [0.21091, 3.61838, 5.47824], [-4.98549, -0.30536, 3.58651], [-5.69801, -1.61858, 3.61375], [-5.62463, -2.05657, 2.27028], [-4.55010, -1.43073, 1.70692], [-4.09172, -1.70291, 0.60989], [-4.05526, -0.46184, 2.53146], [-4.47178, -0.09072, 4.52761], [-5.65401, 0.52835, 3.34756], [-5.19687, -2.35300, 4.25311], [-6.73907, -1.52060, 3.93352], [0.07773, -4.74937, 3.70319], [1.42441, -4.78427, 4.34990], [1.50207, -3.53386, 5.00760], [0.21964, -3.11788, 5.22206], [-0.08769, -2.16239, 5.91507], [-0.67339, -3.91092, 4.56095], [-0.37722, -5.74133, 3.63483], [0.10471, -4.30042, 2.70479], [1.50969, -5.58196, 5.09536], [2.23313, -4.89043, 3.62164]], "atomic_forces_ev_per_a": [[-0.6, 0.0, 0.5], [2.3, 0.0, -0.2], [-0.7, 0.0, 1.5], [-5.0, 0.6, 0.3], [-3.3, 3.1, -1.3], [4.0, 2.3, -1.8], [2.6, -1.7, 0.0], [-1.5, 2.4, 4.6], [2.8, -3.8, -7.6], [4.1, 0.1, 3.6], [-3.1, 1.3, 0.1], [-0.2, -4.4, 2.0], [0.1, 1.1, -1.4], [-3.0, -2.2, 2.8], [3.7, -0.2, 3.1], [2.0, 1.4, 0.8], [-0.4, 1.5, -4.6], [-4.0, -2.9, 0.5], [-1.8, 3.6, 0.9], [4.7, 2.2, -1.1], [-0.3, -3.2, 4.8], [-0.3, -3.9, -3.5], [-2.1, -0.5, 0.8], [-0.1, 0.5, -0.8], [-1.7, -0.3, 0.1], [-1.4, 0.2, 0.1], [0.9, 0.3, 2.1], [-2.4, 1.1, 0.0], [1.3, 0.6, -2.0], [0.2, 2.2, -1.4], [1.7, -1.6, -1.0], [-2.1, -1.4, -0.5], [0.1, 2.7, -1.6], [2.3, 1.5, -1.2], [0.3, -1.2, 0.5], [0.9, 0.5, -0.8], [0.2, -0.4, 2.7], [-2.1, 0.6, 0.2], [1.5, 0.0, -1.9], [0.2, -1.6, 2.3], [0.4, -1.7, -0.8], [-0.1, 1.3, -0.7], [-1.3, 0.5, -0.3], [-0.5, 1.0, 0.9], [0.7, -0.7, -1.1], [1.4, -0.6, 0.0], [-1.9, 1.2, 0.5], [1.1, -0.8, 0.4], [0.2, -0.2, -0.1], [0.2, 0.1, 0.0], [0.0, -0.2, -0.1], [0.3, -0.2, -0.1], [-0.5, 0.5, 1.0], [-1.0, 0.6, -0.2], [0.8, -0.6, 0.3], [2.1, -1.3, -0.8], [-2.2, 1.3, 0.9], [0.5, -0.2, -1.0], [0.3, 0.0, 0.0], [-0.1, -0.1, 0.0], [0.0, 0.1, 0.0], [0.0, -0.2, -0.1], [1.2, -0.6, 0.4], [0.8, 0.6, 0.7], [-0.9, -0.8, -0.5], [-1.3, -0.2, -0.7], [1.8, 0.1, 1.1], [-0.9, 0.8, -0.7], [-0.3, 0.0, -0.3], [-0.1, 0.1, 0.0], [0.0, -0.1, -0.1], [-0.3, 0.0, -0.1], [-0.5, 0.3, 1.0], [-1.0, 0.6, -0.3], [0.8, -0.6, 0.2], [1.6, -1.3, -0.4], [-2.0, 1.3, 0.9], [0.6, -0.1, -1.2], [0.3, -0.1, -0.1], [0.0, -0.1, -0.1], [0.1, 0.0, 0.0], [0.2, -0.2, -0.1], [-0.2, 0.9, 0.9], [-0.6, -0.4, 1.0], [1.0, 0.5, -0.9], [0.5, -0.7, -1.8], [-0.9, 0.6, 2.2], [-0.1, -0.8, -0.9], [0.1, 0.0, -0.3], [0.1, -0.1, 0.0], [0.0, 0.1, -0.1], [0.2, -0.1, -0.2], [-0.4, -0.7, -0.9], [0.8, -0.8, -0.2], [-0.9, 0.6, 0.2], [-0.6, 2.0, 1.4], [0.6, -2.1, -1.6], [0.4, 0.6, 0.6], [-0.1, 0.2, 0.1], [0.0, 0.0, 0.1], [0.0, 0.1, -0.1], [0.0, 0.1, 0.2]], "lowdin_charge": [-0.31, 0.90, -0.30, -0.23, 0.01, 0.09, 0.09, -0.24, 0.02, -0.10, 0.01, 0.09, -0.15, 0.02, 0.02, -0.10, 0.04, 0.02, -0.12, 0.05, 0.05, 0.03, 0.01, -0.14, -0.26, -0.04, 0.06, 0.08, 0.05, 0.07, 0.05, 0.07, 0.14, 0.14, 0.11, 0.12, 0.14, 0.09, 0.11, 0.14, 0.10, 0.07, -0.12, -0.14, 0.07, -0.51, 0.09, 0.04, 0.15, 0.10, 0.12, 0.12, -0.13, -0.14, 0.06, -0.52, 0.13, 0.07, 0.12, 0.13, 0.12, 0.12, -0.15, -0.13, 0.07, -0.50, 0.13, 0.05, 0.12, 0.14, 0.13, 0.14, -0.13, -0.13, 0.05, -0.49, 0.12, 0.08, 0.14, 0.14, 0.13, 0.14, -0.13, -0.13, 0.08, -0.50, 0.12, 0.04, 0.14, 0.14, 0.14, 0.14, -0.14, -0.14, 0.05, -0.51, 0.13, 0.06, 0.14, 0.13, 0.14, 0.14], "e_homo_ev": -11.87, "gap_ev": 6.779, "energy_ev": -106505.7344, "e_lumo_ev": -5.087, "charge": 1}